# C52H141N9O17

A cluster of 14 separate species, C52H141N9O17 in total in a non-equilibrium geometry (the ωB97M-V functional and the def2-TZVPD basis, OMol25).

Geometry as XYZ:
```
219
C52H141N9O17, DFT the ωB97M-V functional and the def2-TZVPD basis
C 20.967 8.320 -6.531
O 22.022 7.751 -7.315
C 23.326 7.889 -6.766
C 24.271 7.054 -7.584
N 25.629 7.187 -7.025
C 26.690 6.959 -8.047
C 26.820 8.033 -9.144
O 27.875 7.643 -10.035
C 28.009 8.364 -11.266
H 20.639 7.735 -5.671
H 20.092 8.385 -7.177
H 21.260 9.317 -6.203
H 23.354 7.495 -5.750
H 23.607 8.940 -6.838
H 24.243 7.447 -8.600
H 23.970 6.010 -7.667
H 25.736 6.392 -6.412
H 26.563 5.954 -8.450
H 27.651 6.938 -7.532
H 27.044 9.006 -8.708
H 25.929 8.135 -9.763
H 28.963 8.084 -11.714
H 28.069 9.414 -10.980
H 27.172 8.189 -11.942
C -1.998 7.047 4.415
O -0.659 7.381 4.332
C 0.270 6.305 4.038
C 1.667 6.812 3.806
N 2.487 5.760 3.155
C 3.834 6.314 2.756
C 4.639 5.277 2.001
O 5.318 4.446 2.978
C 6.035 3.378 2.481
H -2.326 6.654 3.453
H -2.594 7.933 4.635
H -2.242 6.330 5.200
H -0.034 5.807 3.117
H 0.354 5.546 4.815
H 2.052 7.195 4.751
H 1.528 7.684 3.166
H 2.573 4.936 3.733
H 4.421 6.651 3.611
H 3.625 7.138 2.074
H 5.370 5.754 1.349
H 4.078 4.717 1.252
H 6.554 2.917 3.321
H 6.891 3.607 1.847
H 5.388 2.568 2.143
C 7.349 3.607 -4.514
O 8.769 3.529 -4.522
C 9.257 3.113 -3.224
C 10.775 2.829 -3.196
N 11.457 4.068 -3.525
C 12.775 3.842 -4.173
C 13.255 5.171 -4.774
O 12.349 5.578 -5.791
C 12.318 6.985 -5.976
H 6.948 2.612 -4.705
H 7.065 4.302 -5.305
H 6.906 3.924 -3.569
H 8.812 2.182 -2.872
H 8.918 3.829 -2.475
H 10.962 1.977 -3.849
H 11.106 2.560 -2.193
H 10.778 4.434 -4.176
H 12.819 3.103 -4.973
H 13.423 3.527 -3.355
H 14.243 5.019 -5.208
H 13.407 5.956 -4.033
H 11.555 7.164 -6.733
H 13.280 7.293 -6.386
H 12.011 7.551 -5.096
C 6.394 7.325 -8.015
C 4.981 7.943 -7.889
C 5.052 9.290 -7.161
O 5.427 9.038 -5.809
C 4.453 8.385 -4.986
N 4.308 7.977 -9.198
H 6.836 7.171 -7.031
H 7.046 7.949 -8.626
H 6.368 6.357 -8.515
H 4.357 7.271 -7.299
H 4.084 9.791 -7.168
H 5.733 9.982 -7.657
H 4.239 7.376 -5.341
H 3.555 9.003 -4.991
H 4.814 8.291 -3.962
H 4.151 7.069 -9.611
H 3.376 8.318 -9.009
C 14.238 2.943 1.718
C 15.720 2.688 1.869
C 16.553 3.995 2.075
O 16.716 4.674 0.810
C 17.254 5.954 0.859
N 15.742 1.892 3.046
H 13.741 2.047 1.346
H 14.040 3.748 1.010
H 13.767 3.349 2.613
H 16.153 2.079 1.076
H 17.552 3.675 2.372
H 16.128 4.553 2.909
H 17.527 6.285 -0.143
H 18.152 6.097 1.460
H 16.628 6.799 1.143
H 15.555 2.483 3.844
H 14.870 1.383 3.035
C 17.094 4.769 -10.494
C 18.583 4.805 -10.956
C 18.894 6.123 -11.685
O 18.031 6.376 -12.792
C 18.402 5.624 -13.969
N 19.523 4.703 -9.831
H 16.767 5.749 -10.146
H 16.893 4.015 -9.734
H 16.412 4.560 -11.319
H 18.800 4.036 -11.697
H 19.956 6.119 -11.931
H 18.675 6.930 -10.986
H 17.885 6.079 -14.814
H 18.141 4.572 -13.858
H 19.472 5.575 -14.168
H 20.427 4.736 -10.280
H 19.545 5.629 -9.428
C 15.467 -1.825 -2.956
C 15.062 -2.424 -4.344
C 13.706 -3.157 -4.258
O 13.977 -4.511 -3.886
C 12.848 -5.271 -3.499
N 14.919 -1.368 -5.298
H 15.494 -2.611 -2.201
H 14.843 -1.032 -2.543
H 16.486 -1.456 -3.074
H 15.891 -3.088 -4.587
H 13.111 -3.138 -5.171
H 13.029 -2.599 -3.610
H 13.174 -6.307 -3.406
H 12.166 -5.345 -4.346
H 12.462 -4.984 -2.521
H 15.732 -0.772 -5.351
H 14.785 -1.775 -6.213
C -2.495 3.956 -5.758
C -2.270 5.413 -5.389
C -1.005 5.613 -4.555
O -0.945 4.696 -3.411
C 0.091 4.928 -2.449
N -2.329 6.278 -6.580
H -1.644 3.598 -6.336
H -3.440 3.746 -6.259
H -2.588 3.383 -4.835
H -3.112 5.611 -4.726
H -1.006 6.636 -4.178
H -0.141 5.400 -5.185
H 0.025 4.185 -1.654
H 0.026 5.963 -2.115
H 1.135 4.909 -2.761
H -2.477 7.226 -6.266
H -3.146 6.062 -7.134
C 17.374 13.570 -7.991
C 16.051 13.880 -7.296
C 16.074 13.774 -5.763
O 16.423 12.399 -5.411
C 16.142 12.054 -4.037
N 15.617 15.174 -7.649
H 18.139 14.259 -7.635
H 17.340 13.497 -9.078
H 17.727 12.580 -7.701
H 15.309 13.175 -7.672
H 15.161 14.063 -5.242
H 16.842 14.475 -5.436
H 16.276 11.000 -3.794
H 15.178 12.418 -3.682
H 16.776 12.629 -3.362
H 14.673 15.273 -7.303
H 15.597 15.294 -8.652
C 8.864 9.149 -1.591
C 10.098 8.340 -1.817
O 10.210 7.286 -0.866
H 8.599 9.899 -2.336
H 8.987 9.644 -0.627
H 8.028 8.463 -1.454
H 10.982 8.969 -1.710
H 10.128 7.888 -2.808
H 10.499 6.561 -1.425
C 6.974 -2.507 -3.667
C 5.945 -2.556 -2.488
O 6.604 -1.988 -1.384
H 6.619 -2.963 -4.590
H 7.847 -3.065 -3.330
H 7.305 -1.490 -3.879
H 5.770 -3.607 -2.261
H 4.985 -2.119 -2.764
H 6.231 -2.350 -0.577
C 19.424 2.845 -4.145
C 20.004 1.894 -5.189
O 19.062 1.791 -6.221
H 18.406 2.639 -3.814
H 19.427 3.860 -4.542
H 20.045 2.739 -3.255
H 20.112 0.894 -4.769
H 20.908 2.250 -5.683
H 19.173 2.578 -6.759
C 12.692 7.659 -13.023
C 11.543 7.487 -12.063
O 11.168 8.768 -11.641
H 12.446 8.186 -13.945
H 13.087 6.675 -13.276
H 13.566 8.025 -12.486
H 11.811 7.002 -11.125
H 10.717 6.883 -12.438
H 10.232 8.841 -11.844
C 11.112 1.323 -9.211
C 10.060 0.383 -8.487
O 10.337 -0.953 -8.772
H 11.175 1.212 -10.294
H 12.131 1.153 -8.864
H 10.886 2.379 -9.063
H 9.061 0.724 -8.756
H 10.228 0.483 -7.415
H 11.129 -1.190 -8.284
```

***

175
Properties=species:S:1:pos:R:3 method="wB97M-V/def2-TZVPD" total_charge=-1
C 2.489 -2.310 1.571
C 0.910 -2.182 1.308
C 0.491 -1.671 -0.161
O 1.507 -1.181 -1.057
B 1.599 0.275 -0.748
C 2.687 1.199 -1.547
C 3.575 1.945 -0.405
C 4.984 2.503 -0.990
I 6.171 3.205 0.706
O 0.157 0.659 -0.782
C -0.407 -0.348 0.112
C -1.987 -0.392 -0.031
C -2.772 -0.489 -1.379
C -4.298 -0.486 -1.535
N -5.139 -0.372 -0.396
C -4.469 -0.312 0.850
C -2.973 -0.307 1.194
H 3.152 -2.027 0.690
H 2.716 -3.371 1.945
H 2.749 -1.589 2.435
H 0.459 -1.576 2.166
H 0.462 -3.247 1.419
H -0.051 -2.563 -0.619
H 1.879 0.276 0.432
H 3.348 0.547 -2.229
H 2.171 2.029 -2.162
H 3.855 1.189 0.421
H 2.949 2.768 0.088
H 4.699 3.353 -1.710
H 5.488 1.635 -1.546
H -0.239 0.180 1.130
H -2.150 -0.567 -2.342
H -4.772 -0.529 -2.575
H -5.165 -0.214 1.766
H -2.586 -0.227 2.262
C 1.981 -1.550 6.232
C 2.675 -2.176 7.185
C 2.656 -3.661 7.312
O 3.318 -4.200 8.184
C 1.826 -4.421 6.373
C 1.129 -3.796 5.421
C 1.169 -2.312 5.278
O 0.534 -1.775 4.387
O 0.354 -4.488 4.545
O 3.430 -1.483 8.080
H 1.988 -0.473 6.128
H 1.808 -5.497 6.487
H -0.044 -3.814 3.959
H 3.831 -2.159 8.660
C -0.077 4.028 4.539
C 0.341 2.762 4.477
C 1.630 2.400 3.821
O 1.988 1.236 3.801
C 2.420 3.478 3.216
C 2.000 4.744 3.275
C 0.725 5.108 3.955
O 0.381 6.279 4.006
O 2.721 5.755 2.716
O -0.393 1.748 5.011
H -1.009 4.304 5.014
H 3.344 3.200 2.727
H 2.210 6.568 2.894
H 0.122 0.935 4.837
C 2.483 1.569 -7.762
C 3.264 1.616 -6.682
C 2.690 1.616 -5.307
O 3.437 1.640 -4.346
C 1.229 1.591 -5.171
C 0.447 1.548 -6.252
C 1.023 1.520 -7.627
O 0.278 1.462 -8.592
O -0.912 1.527 -6.143
O 4.620 1.662 -6.788
H 2.888 1.565 -8.764
H 0.824 1.609 -4.166
H -1.246 1.495 -7.060
H 4.952 1.688 -5.867
C 7.570 -2.061 -4.609
C 7.348 -3.371 -4.737
C 6.613 -3.924 -5.912
O 6.445 -5.128 -6.005
C 6.114 -2.979 -6.916
C 6.333 -1.669 -6.785
C 7.092 -1.120 -5.625
O 7.288 0.081 -5.548
O 5.873 -0.779 -7.704
O 7.783 -4.256 -3.799
H 8.103 -1.648 -3.763
H 5.566 -3.391 -7.754
H 6.162 0.098 -7.381
H 7.500 -5.135 -4.120
C 1.025 -0.610 -11.661
C 1.718 -1.225 -10.700
C 1.711 -2.710 -10.566
O 2.371 -3.238 -9.688
C 0.894 -3.482 -11.507
C 0.198 -2.866 -12.466
C 0.227 -1.384 -12.617
O -0.407 -0.858 -13.516
O -0.568 -3.569 -13.346
O 2.461 -0.521 -9.804
H 1.023 0.466 -11.770
H 0.883 -4.557 -11.388
H -0.965 -2.899 -13.935
H 2.864 -1.191 -9.217
C 6.185 -6.769 0.127
C 5.535 -6.449 1.248
C 5.960 -5.296 2.092
O 5.331 -5.022 3.099
C 7.139 -4.532 1.668
C 7.791 -4.855 0.549
C 7.349 -5.991 -0.308
O 7.958 -6.244 -1.334
O 8.887 -4.157 0.144
O 4.455 -7.163 1.667
H 5.885 -7.602 -0.494
H 7.448 -3.709 2.298
H 9.173 -4.583 -0.689
H 4.165 -6.734 2.496
C -3.682 -3.482 6.951
C -4.296 -3.178 8.096
C -3.843 -2.038 8.943
O -4.441 -1.779 9.974
C -2.678 -1.269 8.495
C -2.060 -1.574 7.351
C -2.531 -2.698 6.491
O -1.956 -2.937 5.445
O -0.976 -0.866 6.927
O -5.364 -3.898 8.538
H -4.002 -4.305 6.327
H -2.350 -0.455 9.127
H -0.704 -1.273 6.076
H -5.627 -3.481 9.382
C -1.716 8.523 5.171
C -2.583 8.819 4.199
C -3.650 9.842 4.394
O -4.412 10.101 3.479
C -3.741 10.500 5.702
C -2.877 10.201 6.675
C -1.793 9.198 6.470
O -1.011 8.964 7.376
O -2.951 10.801 7.895
O -2.526 8.200 2.989
H -0.936 7.784 5.042
H -4.530 11.227 5.837
H -2.219 10.417 8.417
H -3.253 8.588 2.464
C -9.041 -0.247 4.723
C -8.070 -0.023 3.833
C -6.660 0.202 4.264
O -5.795 0.385 3.425
C -6.370 0.198 5.702
C -7.342 -0.022 6.590
C -8.746 -0.275 6.158
O -9.604 -0.491 6.998
O -7.089 -0.027 7.927
O -8.329 0.008 2.498
H -10.067 -0.414 4.424
H -5.347 0.380 6.001
H -7.949 -0.209 8.354
H -7.469 0.184 2.067
C -7.133 0.992 -6.940
C -8.334 0.695 -6.442
C -8.605 0.753 -4.977
O -9.721 0.492 -4.560
C -7.499 1.121 -4.088
C -6.295 1.415 -4.586
C -6.033 1.384 -6.053
O -4.927 1.676 -6.474
O -5.261 1.756 -3.773
O -9.365 0.327 -7.253
H -6.925 0.956 -8.001
H -7.703 1.142 -3.025
H -4.504 1.921 -4.369
H -10.121 0.167 -6.654

***

# C37H34BrF6N4O4PS3Zr

A structure of composition C37H34BrF6N4O4PS3Zr in a non-equilibrium geometry (the ωB97M-V functional and the def2-TZVPD basis, OMol25).

Geometry as XYZ:
```
91
C37H34BrF6N4O4PS3Zr, DFT the ωB97M-V functional and the def2-TZVPD basis
Zr -1.113 -0.087 -1.294
F -3.909 -5.110 -1.420
C -3.083 -4.244 -0.834
F -3.723 -3.591 0.119
F -2.059 -4.908 -0.294
S -2.447 -3.093 -2.120
O -1.625 -2.167 -1.287
O -1.743 -3.892 -3.059
N -3.728 -2.405 -2.660
S -4.312 -1.019 -2.190
O -3.288 -0.124 -1.617
O -5.505 -1.155 -1.428
C -4.837 -0.184 -3.800
F -4.621 -0.978 -4.835
F -4.195 0.960 -3.963
F -6.138 0.073 -3.713
C 2.262 1.292 -3.090
C 3.254 1.102 -1.981
C 4.603 1.014 -2.314
C 5.593 0.936 -1.348
C 5.242 0.959 -0.011
C 3.903 1.029 0.344
C 2.899 1.082 -0.621
P 1.133 1.222 -0.136
C 1.126 1.037 1.687
C 1.661 -0.180 2.120
C 1.624 -0.575 3.443
C 1.015 0.254 4.372
C 0.481 1.459 3.955
C 0.523 1.886 2.626
C -0.076 3.240 2.341
C 0.758 2.945 -0.536
C 1.521 4.005 -0.048
C 1.115 5.309 -0.255
C -0.069 5.547 -0.950
C -0.790 4.497 -1.490
C -0.369 3.171 -1.331
C -1.026 2.051 -2.095
H 2.707 1.028 -4.049
H 1.941 2.335 -3.143
H 1.369 0.681 -2.963
H 4.875 1.019 -3.362
H 6.632 0.871 -1.642
H 6.000 0.923 0.760
H 3.644 1.052 1.394
H 2.109 -0.840 1.391
H 2.043 -1.528 3.739
H 0.947 -0.037 5.412
H -0.002 2.103 4.678
H -0.780 3.488 3.134
H -0.607 3.288 1.396
H 0.695 4.012 2.320
H 2.420 3.802 0.523
H 1.697 6.133 0.134
H -0.414 6.562 -1.098
H -1.676 4.697 -2.080
H -0.452 1.924 -3.018
H -2.025 2.358 -2.433
C 3.415 -3.512 1.231
C 1.933 -3.590 0.868
C 1.643 -2.988 -0.468
N 1.113 -1.833 -0.646
N 0.953 -1.457 -1.948
C 1.398 -2.372 -2.779
N 1.398 -2.246 -4.120
S 2.061 -3.749 -1.973
H 3.592 -3.962 2.207
H 3.753 -2.476 1.265
H 4.032 -4.038 0.501
H 1.329 -3.046 1.595
H 1.592 -4.628 0.875
H 0.697 -1.578 -4.450
H 1.453 -3.097 -4.656
C -2.023 -2.517 4.087
C -1.309 -2.843 2.915
C -1.246 -1.958 1.876
C -1.901 -0.704 1.920
C -1.867 0.215 0.814
C -2.626 1.355 0.936
C -3.354 1.683 2.106
C -3.342 0.832 3.168
C -2.628 -0.395 3.092
C -2.665 -1.315 4.169
H -2.069 -3.220 4.909
H -0.808 -3.801 2.839
H -0.685 -2.221 0.986
H -2.689 2.065 0.112
H -3.917 2.607 2.144
H -3.896 1.062 4.070
H -3.227 -1.049 5.056
Br -1.292 -0.459 -4.080
```

***

| no. | frontier orbital gap (eV) |
| --- | --- |
| 1 | 9.203 |
| 2 | 4.660 |
| 3 | 7.787 |